# 1
{
  "formula": "C5H8N2",
  "method": "ωB97M-V/def2-TZVPD",
  "species": ["C", "C", "C", "N", "C", "C", "N", "H", "H", "H", "H", "H", "H", "H", "H"],
  "xyz": [[-1.895, -0.960, 0.385], [-0.555, -0.480, -0.123], [-0.408, 0.875, -0.711], [0.138, 0.571, 0.610], [1.586, 0.471, 0.738], [2.274, 0.258, -0.554], [2.711, 0.162, -1.621], [-1.832, -1.545, 1.311], [-2.364, -1.585, -0.383], [-2.555, -0.107, 0.564], [0.074, -1.252, -0.570], [0.270, 0.995, -1.565], [-1.271, 1.535, -0.682], [1.987, 1.398, 1.165], [1.839, -0.335, 1.435]],
  "forces_ev_per_a": [[-0.044, 0.056, -0.017], [-0.065, -0.207, -0.106], [-0.149, 0.085, -0.239], [0.033, 0.017, 0.035], [0.100, 0.007, 0.017], [0.470, -0.134, -0.902], [-0.311, -0.002, 1.060], [0.136, 0.105, -0.191], [0.054, 0.069, 0.136], [0.092, -0.099, 0.069], [-0.004, 0.134, 0.065], [-0.253, 0.022, 0.422], [0.152, -0.025, -0.102], [-0.162, -0.102, -0.078], [-0.048, 0.072, -0.167]],
  "lowdin_charge": [-0.055, -0.341, -0.108, -0.073, -0.176, -0.222, 0.153, 0.075, 0.078, 0.076, 0.138, 0.098, 0.108, 0.123, 0.125],
  "lumo_energy_ev": 0.9877,
  "relative_energy_ev": 1.6692,
  "smiles": "C[C@H]1CN1CC#N",
  "gap_ev": 10.8,
  "total_charge": 0,
  "homo_energy_ev": -9.830,
  "energy_ha": -304.7742,
  "fmax_ev_per_a": 1.10
}

---

# 2
{
  "formula": "C3H10S3",
  "method": "ωB97M-V/def2-TZVPD",
  "species": ["C", "S", "S", "H", "H", "H", "H", "C", "S", "C", "H", "H", "H", "H", "H", "H"],
  "xyz": [[0.286, 0.020, -1.110], [0.024, -1.760, -0.940], [0.671, -2.315, -2.793], [1.237, 0.243, -1.574], [-0.577, 0.464, -1.704], [-0.029, 0.626, -0.300], [0.264, -3.576, -2.562], [0.910, 1.106, 2.172], [-0.421, 2.185, 1.691], [-1.725, 2.511, 2.809], [0.784, 0.609, 3.156], [1.253, 0.401, 1.381], [1.853, 1.750, 2.416], [-1.682, 3.597, 2.595], [-1.693, 2.182, 3.835], [-2.625, 2.122, 2.209]],
  "forces_ev_per_a": [[-2.247, 0.275, -2.209], [-0.164, 0.707, 1.415], [0.142, -0.378, -0.715], [0.163, 0.255, 0.253], [1.196, -0.886, -0.564], [0.738, -0.094, 1.845], [0.095, 0.075, -0.226], [2.736, 0.470, 1.938], [1.780, -0.307, -2.277], [-1.923, 0.289, -1.774], [-0.400, -0.125, -0.809], [-0.759, 0.375, 0.606], [-1.561, -0.881, -0.657], [-0.798, -0.348, 1.341], [0.093, 0.138, 0.196], [0.910, 0.435, 1.636]],
  "lowdin_charge": [-0.529, 0.335, 0.290, 0.031, 0.061, -0.074, -0.194, -0.451, 0.756, -0.447, 0.043, 0.017, 0.057, 0.015, 0.040, 0.049],
  "lumo_energy_ev": 0.6064,
  "relative_energy_ev": 1.8861,
  "smiles": "CSC.CSS",
  "gap_ev": 8.5,
  "total_charge": 0,
  "homo_energy_ev": -7.924,
  "energy_ha": -1314.7788,
  "fmax_ev_per_a": 3.39
}

---

# 3
{
  "formula": "C22H29IrN9S",
  "method": "ωB97M-V/def2-TZVPD",
  "species": ["Ir", "C", "C", "N", "C", "C", "C", "C", "C", "C", "C", "N", "C", "C", "N", "N", "H", "H", "H", "H", "H", "H", "H", "H", "H", "H", "H", "H", "H", "H", "H", "H", "H", "H", "N", "C", "C", "N", "C", "C", "N", "C", "C", "N", "H", "H", "H", "H", "H", "H", "S", "C", "N", "C", "C", "C", "C", "H", "H", "H", "H", "H"],
  "xyz": [[0.452, -0.548, -0.409], [-0.770, -0.859, 2.534], [-1.790, 0.147, 2.039], [-1.159, 1.265, 1.334], [-2.106, 2.353, 0.988], [-2.568, 1.966, -0.430], [-3.923, 2.025, -1.049], [-4.199, 1.054, -1.994], [-3.425, -0.088, -2.309], [-2.134, -0.562, -1.968], [-1.870, -2.046, -1.916], [-0.701, -2.291, -1.012], [-1.180, -3.035, 0.199], [-0.121, -2.949, 1.243], [0.142, -1.495, 1.491], [-0.960, 0.043, -1.772], [-1.273, -1.669, 3.062], [-0.120, -0.364, 3.256], [-2.348, 0.489, 2.918], [-2.518, -0.333, 1.375], [-0.420, 1.654, 1.912], [-1.573, 3.301, 0.995], [-2.935, 2.432, 1.695], [-4.663, 2.783, -0.815], [-5.173, 1.079, -2.468], [-3.989, -0.845, -2.851], [-1.639, -2.394, -2.926], [-2.740, -2.601, -1.571], [-0.025, -2.867, -1.509], [-1.430, -4.063, -0.068], [-2.091, -2.544, 0.543], [0.808, -3.399, 0.886], [-0.401, -3.453, 2.168], [1.060, -1.482, 1.931], [2.160, 0.907, -4.040], [3.054, -0.096, -3.804], [2.671, -0.683, -2.631], [1.549, -0.054, -2.164], [1.264, 0.919, -3.040], [0.177, 1.841, -2.759], [-0.847, 1.383, -2.038], [-1.574, 2.400, -1.461], [-1.011, 3.544, -1.939], [0.069, 3.172, -2.721], [2.167, 1.508, -4.855], [3.870, -0.309, -4.476], [3.126, -1.509, -2.113], [-2.416, 0.893, -0.377], [-1.275, 4.581, -1.805], [0.685, 3.829, -3.188], [2.294, 0.593, 0.523], [2.935, 0.050, 2.087], [4.037, -0.745, 2.024], [4.775, -1.093, 3.090], [4.417, -0.650, 4.347], [3.307, 0.172, 4.463], [2.567, 0.524, 3.329], [4.356, -1.029, 1.103], [5.643, -1.709, 2.897], [5.016, -0.925, 5.204], [3.022, 0.565, 5.431], [1.744, 1.218, 3.414]],
  "forces_ev_per_a": [[0.639, -1.022, -0.590], [0.077, -0.081, -0.071], [0.025, 0.011, -0.177], [0.117, 0.452, 0.439], [-0.088, -0.110, -0.093], [-0.129, -0.018, -0.151], [0.023, 0.049, -0.086], [-0.009, 0.041, -0.024], [0.044, -0.051, -0.135], [0.100, -0.314, -0.198], [-0.009, 0.015, -0.069], [0.185, -0.029, -0.112], [-0.080, 0.015, -0.039], [0.160, 0.084, 0.091], [-0.263, 0.366, 0.275], [-0.574, 0.806, 0.978], [-0.047, 0.049, 0.042], [0.038, -0.042, -0.014], [-0.036, -0.107, 0.026], [-0.007, 0.030, -0.004], [-0.023, -0.024, 0.036], [-0.051, 0.032, 0.029], [-0.061, -0.063, -0.061], [0.004, -0.014, 0.019], [-0.003, -0.001, 0.010], [-0.008, -0.011, 0.028], [-0.022, 0.053, -0.023], [0.038, -0.055, 0.017], [-0.117, -0.173, 0.026], [0.040, -0.011, -0.014], [-0.013, -0.008, -0.027], [0.013, -0.012, 0.031], [-0.066, 0.000, -0.015], [-0.004, 0.140, -0.051], [0.021, 0.016, 0.044], [-0.008, 0.034, -0.012], [-0.048, -0.077, -0.062], [-0.212, 0.012, -0.067], [0.064, 0.149, -0.022], [0.077, 0.062, 0.204], [-0.103, -0.032, -0.076], [0.292, -0.071, 0.195], [-0.016, 0.009, -0.085], [-0.031, 0.011, -0.120], [0.007, -0.003, -0.003], [-0.002, -0.008, 0.010], [-0.003, -0.001, -0.008], [-0.004, -0.021, 0.039], [0.013, -0.008, 0.021], [0.011, 0.012, 0.025], [0.205, -0.279, -0.321], [-0.132, 0.208, 0.144], [0.005, 0.035, -0.016], [-0.004, 0.006, 0.014], [0.010, -0.010, -0.013], [-0.009, -0.005, -0.006], [-0.022, -0.006, 0.022], [-0.001, -0.018, -0.001], [-0.002, -0.005, 0.005], [-0.001, 0.005, 0.001], [0.002, -0.003, 0.002], [-0.007, -0.009, -0.008]],
  "lowdin_charge": [1.174, -0.122, -0.194, -0.090, -0.093, -0.215, 0.108, 0.011, 0.072, -0.184, -0.069, -0.123, -0.144, -0.155, -0.189, -0.065, 0.142, 0.118, 0.147, 0.121, 0.102, 0.137, 0.144, 0.153, 0.144, 0.149, 0.166, 0.148, 0.143, 0.161, 0.132, 0.139, 0.150, 0.071, 0.177, 0.023, -0.081, -0.118, -0.217, -0.089, 0.028, -0.092, 0.101, 0.211, 0.202, 0.158, 0.123, 0.091, 0.168, 0.207, 0.674, -0.634, 0.081, 0.028, 0.036, 0.043, -0.051, 0.162, 0.164, 0.148, 0.147, 0.118],
  "lumo_energy_ev": [-12.8922, -13.7593],
  "relative_energy_ev": 1.5232,
  "gap_ev": [7.0, 6.3],
  "s2": 0.81,
  "total_charge": 4,
  "homo_energy_ev": [-19.906, -20.029],
  "energy_ha": -1849.5323,
  "fmax_ev_per_a": 1.39,
  "multiplicity": 2
}

---

# 4
{
  "formula": "CH3Cl2P",
  "method": "ωB97M-V/def2-TZVPD",
  "species": ["C", "P", "Cl", "Cl", "H", "H", "H"],
  "xyz": [[-0.539, 0.672, -0.920], [0.539, 1.731, 0.137], [-1.943, 0.209, 0.007], [3.195, -0.236, 0.037], [0.245, -0.149, -1.001], [-0.926, 0.966, -1.872], [0.350, 0.897, 1.193]],
  "forces_ev_per_a": [[1.849, -0.978, 0.706], [1.099, 0.434, -1.300], [-0.691, -0.486, 0.473], [-1.246, 0.902, -0.030], [-1.369, 0.254, -0.337], [0.489, 0.589, -0.552], [-0.130, -0.715, 1.041]],
  "lowdin_charge": [-0.967, 0.869, 0.506, -0.283, 0.026, 0.016, -0.166],
  "lumo_energy_ev": [-2.4874, -3.4424],
  "relative_energy_ev": 4.2073,
  "gap_ev": [8.1, 6.1],
  "total_charge": 0,
  "homo_energy_ev": [-10.560, -9.529],
  "energy_ha": -1301.5261,
  "fmax_ev_per_a": 2.21
}